6 unconnected molecules or ions with the total composition C44H90N6O7, computed with ωB97M-V/def2-TZVPD.

XYZ file:
```
147
Properties=species:S:1:pos:R:3:forces:R:3:mulliken_charge:R:1
O 1.8414 2.1708 2.5916 9.0 -2.6 -2.6 -0.23
O 2.6147 -3.7597 -1.0650 -1.3 1.2 -4.8 -0.63
O 1.2230 2.6774 -2.6302 -7.3 4.2 -4.1 -0.12
O -4.1429 2.9691 5.3031 1.6 -2.0 -9.1 -0.24
O -0.0200 -0.9188 -1.2986 0.1 0.4 0.3 -0.49
O 0.8169 -1.4855 0.6003 1.2 -3.1 1.3 -0.66
O 0.2664 0.4915 0.3493 -0.4 2.0 -0.5 -0.48
N -3.8576 2.7357 3.9476 -0.2 4.0 8.2 0.65
N 3.1651 1.7584 2.2314 -7.8 1.9 2.1 0.68
N 0.1292 3.3649 -3.1806 5.5 -4.2 4.5 0.68
N 2.2772 -3.3765 -2.3765 0.9 -1.0 4.0 1.03
N 0.3752 -0.6579 -0.1402 -1.3 1.2 -0.9 0.73
N -2.5956 -4.4493 2.0426 -0.8 -3.3 -0.6 0.45
C -3.0426 4.1290 2.0808 -0.6 -0.8 0.0 -1.50
C 2.3205 -0.4095 3.3152 -0.1 1.4 0.0 -1.34
C -5.4552 3.2071 2.1607 -0.6 -0.2 -1.8 -1.53
C -0.2433 -6.9291 4.1069 0.1 0.2 -0.8 -1.37
C -1.8189 3.4661 -4.7846 -1.1 1.8 0.2 -1.28
C 2.7149 -1.8489 -4.2841 -1.1 -0.6 -1.8 -1.10
C 3.3271 -2.5906 -3.0983 -0.1 -0.3 -0.6 1.83
C -1.0250 2.5739 -3.8133 0.4 -0.6 -2.4 1.63
C -0.6254 4.9638 -1.4047 0.5 -0.2 0.6 -1.34
C 0.6880 -3.2532 -4.2590 0.5 -2.0 0.2 -0.82
C 3.1058 3.6195 0.4871 -1.1 1.9 0.4 -2.16
C -1.4611 -6.4981 3.2716 -0.7 0.2 -0.4 -0.37
C -3.3504 -4.5077 -0.2992 -1.1 1.0 1.0 -0.99
C 3.9638 2.6681 1.2818 -0.1 -1.5 -1.2 2.17
C 4.0217 -0.5029 1.4935 -0.2 2.2 -0.3 -0.38
C -2.6466 -5.3176 0.7456 0.8 -0.5 0.5 -0.74
C -2.3968 -3.0624 1.5140 0.0 -0.5 0.2 -0.56
C -4.8588 5.1479 3.5427 0.4 -0.2 1.4 -1.67
C 3.5935 0.3333 2.7121 -1.4 -1.2 1.8 1.08
C -0.7998 5.5735 -3.8806 0.8 -0.9 -0.4 -1.40
C -3.0903 0.4565 4.3448 0.3 -0.6 1.1 -1.91
C 4.4693 -3.5226 -3.5683 0.8 0.1 0.0 -1.76
C -2.7325 1.7655 3.6100 -0.3 -1.8 0.9 1.92
C 4.4385 1.6564 0.1630 1.1 -1.5 1.2 -1.12
C -2.0973 4.8909 -4.2366 0.7 0.4 0.4 -0.68
C 5.1108 3.2987 2.1033 0.8 -0.2 0.5 -1.70
C -2.5533 2.8849 1.3210 -0.7 -0.7 0.7 0.21
C 1.1831 -4.1507 -3.0912 1.5 0.4 1.1 1.46
C 1.8215 -2.7877 -5.1573 0.5 1.8 0.5 -1.03
C -0.4913 1.3846 -4.7096 0.4 0.0 1.5 -1.84
C 5.0066 0.3316 0.7191 0.4 -0.3 -0.8 -1.13
C -1.4475 -4.9682 2.9338 -0.6 0.1 -0.1 -0.60
C 3.8487 -1.4943 -2.2305 0.7 0.8 1.9 -2.02
C 1.4423 5.4564 -2.8957 -0.1 -0.5 0.3 -1.31
C 0.0363 4.8145 -2.7689 -0.6 2.0 -2.5 1.37
C 0.0313 -4.4076 -2.0872 -0.4 -0.2 -0.4 -2.00
C -3.1149 -3.0301 0.1357 1.0 0.0 -0.1 -0.21
C -4.3051 3.8180 2.9436 -0.9 0.5 0.3 1.27
C -1.3663 2.3264 4.1565 0.3 1.1 -0.1 -1.30
C -2.6784 1.5348 2.1126 0.9 0.9 -0.5 -1.23
C 4.7712 0.4065 3.7342 0.2 1.5 0.5 -1.50
C -1.9610 2.1065 -2.7159 -0.2 -0.2 1.2 -1.48
C -3.8837 -4.6196 2.8349 0.1 0.9 0.2 -0.95
C 1.7791 -5.5005 -3.6165 -1.4 0.1 0.2 -1.75
H 4.1876 -4.3539 -4.2146 -0.2 0.2 0.1 0.27
H -1.2800 1.0030 -5.3580 -0.1 0.4 0.1 0.44
H 1.3456 -2.1897 -5.9345 0.2 0.1 -0.2 0.47
H -1.2141 2.4923 5.2230 -1.1 -0.1 0.2 0.44
H 4.4884 -1.4225 1.8465 -0.5 -0.1 0.0 0.67
H -2.7367 -2.4447 2.3453 -0.3 0.5 -0.5 0.25
H 2.1013 5.1213 -2.0948 0.2 0.1 -0.3 0.07
H -1.5482 -7.0890 2.3598 0.6 0.1 -0.3 0.33
H 5.9371 2.6227 2.3233 -0.4 -0.5 -0.1 0.33
H -1.4130 3.5127 -5.7952 0.7 0.2 0.2 0.43
H 0.3701 1.6735 -5.3117 -0.1 0.2 0.0 0.47
H -6.4539 3.1319 2.5910 0.4 0.1 0.9 0.43
H 5.6912 4.0908 1.6304 -0.8 0.3 -0.7 0.43
H -0.0037 -3.9098 -4.7868 -0.2 0.2 -0.3 0.58
H 1.8183 5.2691 -3.9015 0.3 -0.6 0.2 0.50
H 4.6381 -1.7834 -1.5367 0.0 -0.5 0.0 0.57
H 5.2972 -0.3158 -0.1082 0.2 0.4 -0.3 0.40
H 2.5121 -3.4580 -5.6690 -0.6 -0.7 0.2 0.44
H -4.0620 -5.6366 3.1844 0.3 0.1 -0.4 0.28
H -3.0672 -6.3144 0.8787 -0.4 0.3 0.6 0.42
H -4.8980 5.9680 2.8258 0.1 -0.5 -0.5 0.40
H 5.9161 0.4800 1.3012 0.0 0.2 0.0 0.52
H 1.4113 6.5455 -2.9288 -0.5 0.0 0.6 0.42
H 5.0804 -3.9253 -2.7606 -0.6 -0.2 0.5 0.38
H -1.3244 -2.8910 1.4208 0.1 -0.1 -0.2 0.15
H -4.2537 5.5603 4.3501 0.4 -0.3 0.0 0.43
H 0.1126 -5.3015 -1.4688 0.7 0.0 0.0 0.55
H 3.0607 -1.0897 -1.5953 -0.3 0.0 -0.1 0.07
H -2.7971 3.0278 -4.9826 0.1 -0.5 0.4 0.49
H 2.1401 -6.1999 -2.8623 0.2 0.6 0.4 0.36
H -0.1989 0.5441 -4.0803 0.2 0.0 0.1 0.26
H -0.4692 1.7481 3.9355 -0.6 -0.8 -0.7 0.17
H 2.0789 -0.0756 4.3243 0.5 -0.2 0.3 0.46
H -3.2813 2.7794 0.5167 0.5 0.1 -0.5 0.24
H -0.1892 -6.3575 5.0335 0.3 -0.1 -0.1 0.34
H -0.0820 4.2502 -0.7854 -0.2 0.4 0.7 0.09
H 2.8335 4.4997 1.0694 0.1 0.2 0.1 0.54
H -2.4182 -2.6636 -0.6183 -0.1 0.8 0.3 -0.03
H -2.6521 4.9334 -3.2993 -0.6 -0.6 -0.1 0.27
H 4.8086 3.6786 3.0793 -0.4 0.1 -0.1 0.43
H -2.5357 2.9255 -2.2835 0.1 0.1 -0.1 0.41
H -1.6996 4.8763 -1.2419 -0.1 -0.8 -0.8 0.33
H -1.7814 0.9614 1.8788 0.3 0.0 0.3 0.18
H -0.5553 -4.6440 2.3981 0.2 -0.2 0.2 0.34
H -4.0202 -2.4262 0.1981 0.1 -0.2 -0.3 0.51
H -2.4127 -6.7815 3.7214 0.1 0.3 0.7 0.38
H -5.6120 3.9272 1.3576 0.0 0.1 -0.2 0.44
H -2.6897 1.4240 -3.1534 0.2 0.0 -0.3 0.50
H -0.8754 -4.6056 -2.6588 -0.1 0.1 -0.4 0.49
H 3.4761 -1.3805 -4.9080 0.5 -0.5 0.1 0.61
H -4.7696 -4.2548 2.3151 0.3 -0.1 -0.5 0.36
H -3.7832 -3.9815 3.7128 0.1 -0.1 0.1 0.44
H -2.4597 -0.3691 4.0150 0.4 0.3 -0.2 0.37
H -0.1539 -7.9964 4.3091 -0.8 0.0 0.2 0.40
H -2.9236 0.5775 5.4152 0.2 0.1 0.0 0.47
H -2.6075 5.5827 -4.9069 -0.2 -0.6 -0.4 0.47
H -1.4650 1.5728 -1.9051 0.3 -0.1 -0.1 0.17
H 5.6214 0.9953 3.3898 0.1 -0.6 -0.5 0.27
H -4.0897 0.0231 4.3088 -0.4 0.7 -0.7 0.48
H 2.1050 -0.9721 -4.0664 -0.2 -0.1 1.0 0.13
H -0.2114 -3.5616 -1.4442 0.5 0.2 -0.1 0.12
H -5.2757 2.2692 1.6350 0.3 -0.1 0.3 0.26
H 3.6175 1.3986 -0.5061 -0.2 0.3 0.0 0.10
H -1.5349 3.0201 0.9569 -0.2 -0.1 -0.2 -0.29
H 5.2480 2.1275 -0.3945 -0.2 0.3 0.0 0.60
H 3.0940 -0.5939 0.9285 0.1 -0.9 -0.2 -0.28
H 3.5906 3.9761 -0.4217 0.9 0.0 0.4 0.52
H -3.3265 4.8005 1.2705 -0.4 0.4 0.5 0.75
H -1.1502 3.2802 3.6751 -0.1 0.1 0.0 0.26
H 0.8773 -5.9935 -3.9794 0.1 -0.3 -0.6 0.46
H 0.6331 -6.8064 3.4705 0.3 0.6 0.3 0.35
H 0.1302 -2.3967 -3.8801 0.1 0.1 0.1 0.06
H -5.8458 5.0846 4.0011 -0.1 -0.5 -0.3 0.42
H -3.4546 0.8639 1.7446 -0.5 0.4 0.2 0.47
H -0.9466 6.6260 -3.6383 0.1 -0.1 0.6 0.51
H 1.4011 -0.1660 2.7827 0.3 0.1 -0.6 0.09
H -2.3656 4.6643 2.7466 0.3 -0.2 -0.3 0.37
H -0.5154 6.0116 -1.1254 0.8 -0.1 0.2 0.53
H 4.2742 -0.6429 -2.7618 -0.1 -0.2 -0.6 0.42
H 2.5362 -5.4343 -4.3978 -0.4 0.2 0.0 0.35
H 5.1174 -0.5609 4.0980 -0.3 -0.2 -0.6 0.38
H 4.5771 0.9659 4.6494 -0.9 0.0 0.1 0.41
H 2.1681 3.3209 0.0183 -0.1 -1.2 0.7 0.26
H -0.1493 5.5955 -4.7549 0.0 0.0 -0.2 0.46
H -1.6010 -4.3487 3.8175 0.5 -0.2 0.3 0.48
H -4.4278 -4.6390 -0.1990 0.0 -0.5 -0.3 0.32
H 5.2504 -2.9738 -4.0945 -0.3 0.5 -0.4 0.41
H 2.3726 -1.4960 3.2449 0.7 0.1 0.1 0.43
H -3.0590 -4.7482 -1.3216 0.1 0.1 0.2 0.47
H -1.5997 -5.5407 0.5396 0.1 0.5 -0.3 0.60
```
Positions in Å, forces in eV/Å.

Output
M in g/mol: 815.24
Charge: +3
DFT total energy in hartree: -2584.157036
Multiplicity: 2
LUMO level (alpha / beta) in eV: -10.3 / -10.3